# 1
The following is a DFT calculation (ωB97M-V/def2-TZVPD) of the molecule C3H3BrF2 in a non-equilibrium geometry.

Structure (XYZ):
```
9
Properties=species:S:1:pos:R:3:forces:R:3:lowdin_charge:R:1
C -1.130 0.270 0.259 -0.73 -0.48 0.51 -0.155
C 0.166 0.268 -0.425 6.41 -4.12 2.46 -0.677
Br 0.569 1.204 -2.008 -0.38 -0.15 0.12 0.744
C 1.282 -0.593 0.100 -4.96 4.77 -2.71 -0.376
F 2.427 -0.785 -0.523 -0.38 -0.13 0.78 0.105
F 1.213 -1.016 1.339 0.46 -0.70 -0.19 0.132
H -1.805 0.567 -0.508 -1.12 0.48 -0.18 0.054
H -1.433 -0.729 0.568 0.18 -0.36 -0.33 0.083
H -1.290 0.813 1.198 0.51 0.68 -0.46 0.090
```
Positions in Å, forces in eV/Å.

For the LUMO energy, the calculation gives 0.811 eV. Its SMILES is CC(Br)=C(F)F. The calculation puts the total energy at -2889.79036 hartree. The value obtained for the energy above the lowest of the compared OMol25 structures with the same formula, charge and spin is 26.5 kcal/mol. The HOMO energy is -8.6 eV. For the molecular weight, the calculation gives 157.0 g/mol.

=====

# 2
The following is a DFT calculation (ωB97M-V/def2-TZVPD) of a structure of composition C30H27NO16Pb in a non-equilibrium geometry.

Structure (XYZ):
```
75
Properties=species:S:1:pos:R:3:forces:R:3:lowdin_charge:R:1
Pb 0.785 -0.822 0.756 -2.48 -1.82 0.47 1.722
C -2.349 1.355 3.579 -5.64 -0.28 2.02 -0.064
C -3.741 1.036 3.752 -0.35 -0.93 -0.72 -0.383
C -4.198 -0.482 3.435 -0.21 -0.90 -1.22 -0.320
O -5.401 -0.745 3.389 0.77 0.28 0.82 -0.012
C -3.194 -1.472 2.973 -3.25 1.54 1.63 -0.037
C -1.934 -1.107 2.865 3.14 -0.54 -1.34 -0.405
C -1.511 0.383 3.179 -0.09 0.06 -0.43 -0.435
O -0.421 0.925 2.945 5.01 -1.80 -1.76 -0.127
O -1.127 -1.996 2.316 1.43 2.13 0.43 -0.232
O -4.678 1.799 3.956 0.18 0.60 0.76 -0.038
H -2.116 2.397 3.742 0.57 -0.03 -0.27 0.090
H -3.478 -2.419 2.538 -0.31 -0.02 0.15 0.112
C -3.360 0.119 -0.072 -3.05 0.96 3.05 0.015
C -4.791 0.505 0.008 2.13 -0.61 -3.34 -0.343
C -5.564 0.373 -1.352 -1.98 -1.21 -0.48 -0.385
O -6.783 0.712 -1.264 0.69 0.05 -0.68 -0.133
C -4.961 -0.316 -2.465 -0.55 3.05 3.55 -0.046
C -3.572 -0.555 -2.390 -0.99 -3.02 -2.50 -0.387
C -2.738 -0.350 -1.129 2.03 0.74 -0.95 -0.353
O -1.423 -0.439 -1.043 0.68 -0.22 -1.29 -0.215
O -3.212 -1.227 -3.394 2.37 0.65 0.42 -0.071
O -5.332 1.032 0.925 -0.63 0.70 1.82 0.082
H -2.832 0.241 0.862 0.26 0.12 -0.05 0.095
H -5.513 -0.499 -3.376 0.09 -0.10 -0.01 0.072
C 1.305 -3.928 -3.516 -5.60 -0.50 -1.17 -0.043
C -0.192 -3.996 -3.369 -0.90 -1.31 -0.75 -0.293
C -0.793 -3.947 -1.912 4.62 0.78 0.76 -0.408
O -1.883 -4.229 -1.593 -4.89 -1.29 -0.62 0.092
C 0.115 -3.643 -0.835 0.44 -0.25 -2.81 -0.032
C 1.470 -3.518 -1.073 -3.90 1.49 3.31 -0.399
C 2.029 -3.669 -2.422 4.64 0.48 -0.22 -0.479
O 3.297 -3.508 -2.619 -0.06 0.13 1.14 -0.153
O 1.999 -3.030 0.008 3.50 0.70 0.43 -0.271
O -1.090 -4.265 -4.203 2.15 0.43 -0.02 -0.046
H 1.771 -4.015 -4.487 0.01 0.04 -0.04 0.078
H -0.394 -3.363 0.076 0.32 -0.21 0.42 0.085
C 1.725 -0.387 -2.880 -1.92 -0.65 -0.54 -0.099
O 2.050 -0.315 -1.502 2.93 0.83 -1.52 -0.319
C 3.379 0.289 -1.390 -0.83 -1.94 3.06 -0.122
C 3.789 0.042 0.149 0.74 0.72 -0.79 -0.178
N 2.902 0.727 1.078 -1.04 -0.03 -1.02 -0.164
C 3.285 0.822 2.440 2.08 0.02 0.01 -0.231
C 3.610 -0.497 3.137 -2.51 1.34 -0.36 -0.198
O 2.373 -1.221 3.016 2.08 -0.85 1.35 -0.259
C 2.512 -2.444 3.738 -1.35 -1.40 -0.63 -0.102
H 1.431 0.565 -3.321 0.02 0.59 0.36 0.077
H 0.840 -1.022 -2.930 -0.15 0.05 0.02 0.102
H 2.410 -0.834 -3.600 0.85 -0.30 0.74 0.090
H 3.354 1.345 -1.663 0.00 0.14 -0.06 0.113
H 4.084 -0.311 -1.965 -0.01 0.19 -0.34 0.117
H 4.783 0.376 0.446 0.89 0.69 -0.84 0.096
H 3.950 -1.021 0.333 -1.25 -0.36 -0.11 0.113
H 2.869 1.700 0.807 -0.52 -0.13 -0.71 0.088
H 2.589 1.472 2.970 -0.57 -0.77 0.25 0.132
H 4.192 1.427 2.447 0.99 0.16 0.37 0.102
H 3.793 -0.108 4.139 0.13 -0.78 0.68 0.115
H 4.420 -1.143 2.797 0.26 0.47 -0.36 0.120
H 3.504 -2.850 3.937 0.66 1.02 0.17 0.075
H 2.150 -3.269 3.124 -0.65 0.23 -0.31 0.093
H 1.906 -2.453 4.644 0.10 0.32 0.12 0.091
C -0.086 3.047 -2.169 -0.51 0.23 0.54 0.014
C -0.251 4.377 -2.544 -0.03 -1.72 0.91 -0.017
C 0.226 5.293 -1.641 0.89 0.24 0.90 -0.368
C 0.993 4.975 -0.497 0.22 -1.14 -0.21 -0.007
C 1.149 3.641 -0.152 -0.24 1.57 -0.47 -0.009
C 0.460 2.761 -0.924 0.90 -2.94 -0.16 -0.289
O 0.512 1.464 -0.463 -0.35 2.19 -0.71 -0.110
O 0.066 6.615 -1.816 -0.16 2.72 -0.39 0.007
H -0.524 2.259 -2.764 0.00 -0.23 0.05 0.132
H -0.894 4.500 -3.403 0.21 0.88 -0.13 0.114
H 1.508 5.660 0.161 -0.38 0.79 -0.40 0.103
H 1.730 3.252 0.671 -0.25 0.37 0.25 0.109
H -0.225 1.080 -0.945 -1.33 -2.05 -0.20 0.037
H -0.754 6.850 -2.256 -0.04 -0.40 -0.06 0.097
```
Positions in Å, forces in eV/Å.

For the LUMO energy, the calculation gives 6.525 eV. The calculation puts the total energy at -2610.33919 hartree. The value obtained for the energy above the lowest of the compared OMol25 structures with the same formula, charge and spin is 82.8 kcal/mol. The charge is -4. The HOMO energy is 3.8 eV. For the molecular weight, the calculation gives 864.7 g/mol.

=====

# 3
The following is a DFT calculation (ωB97M-V/def2-TZVPD) of the molecule C6H6FNO in a non-equilibrium geometry.

Structure (XYZ):
```
15
Properties=species:S:1:pos:R:3:forces:R:3:lowdin_charge:R:1
O -2.999 0.470 -0.703 1.17 0.04 0.10 0.064
C -1.828 0.834 -0.786 -0.05 0.65 -0.36 -0.309
C -1.579 2.193 -1.508 -0.96 1.80 -1.96 -0.073
F -0.844 2.131 -2.754 -0.35 -0.64 1.52 -0.108
C -0.736 0.129 -0.120 0.67 -1.51 0.72 -0.175
C 0.647 0.231 0.083 -0.48 1.52 -1.48 -0.033
C 1.035 -0.594 1.119 0.74 0.14 0.25 -0.095
C -0.084 -1.236 1.551 -1.09 -3.82 1.11 -0.124
N -1.079 -0.926 0.729 -2.51 1.81 -0.91 0.059
H -2.607 2.564 -1.866 1.40 -0.71 0.88 0.136
H -1.092 3.056 -0.962 -0.42 -1.45 -0.02 0.133
H 1.299 0.788 -0.566 0.13 0.41 0.21 0.111
H 2.024 -0.718 1.489 0.45 -0.07 0.19 0.095
H -0.274 -2.169 2.209 0.76 2.05 -0.84 0.156
H -2.070 -1.170 0.731 0.53 -0.21 0.57 0.163
```
Positions in Å, forces in eV/Å.

For the LUMO energy, the calculation gives -0.039 eV. Its SMILES is O=C(CF)c1ccc[nH]1. The calculation puts the total energy at -462.05627 hartree. The value obtained for the energy above the lowest of the compared OMol25 structures with the same formula, charge and spin is 0.0 kcal/mol. The HOMO energy is -9.0 eV. For the molecular weight, the calculation gives 127.1 g/mol.

=====

# 4
The following is a DFT calculation (ωB97M-V/def2-TZVPD) of the molecule C4H7NO in a non-equilibrium geometry.

Structure (XYZ):
```
13
Properties=species:S:1:pos:R:3:forces:R:3:lowdin_charge:R:1
C 2.006 -0.312 0.367 0.08 -0.10 -0.09 -0.017
C 0.666 0.215 -0.113 1.04 1.42 0.05 -0.474
O 0.530 1.439 -0.330 0.78 -1.08 0.46 0.025
C -0.415 -0.668 -0.184 -0.90 -0.51 0.41 0.013
C -1.780 -0.031 -0.040 0.24 -0.93 -0.13 -0.317
N -1.584 1.040 -0.909 -1.14 1.09 -0.60 0.108
H 2.793 0.010 -0.321 -0.13 -0.01 0.09 0.085
H 2.020 -1.402 0.444 0.00 0.14 0.00 0.073
H 2.228 0.116 1.350 -0.07 -0.03 -0.14 0.089
H -0.320 -1.741 -0.297 0.13 0.11 0.03 0.108
H -2.132 0.161 0.984 0.17 -0.08 -0.14 0.121
H -2.436 -0.753 -0.551 -0.16 0.10 0.24 0.125
H -1.577 1.927 -0.399 -0.04 -0.12 -0.18 0.061
```
Positions in Å, forces in eV/Å.

For the LUMO energy (spin up / spin down), the calculation gives 0.127 / -1.225 eV. The calculation puts the total energy at -286.46229 hartree. The value obtained for the energy above the lowest of the compared OMol25 structures with the same formula, charge and spin is 106.3 kcal/mol. The HOMO energy (spin up / spin down) is -9.0 / -8.5 eV. For the molecular weight, the calculation gives 85.1 g/mol.

=====

# 5
The following is a DFT calculation (ωB97M-V/def2-TZVPD) of a cluster of 2 separate species, C5H10NO3 in total in a non-equilibrium geometry.

Structure (XYZ):
```
19
Properties=species:S:1:pos:R:3:forces:R:3:lowdin_charge:R:1
C -0.768 1.119 1.778 0.12 0.08 0.24 -0.182
C 0.277 0.650 2.790 0.09 0.37 -0.49 -0.099
C -1.751 0.044 1.374 -0.04 0.14 -1.80 -0.556
O -2.343 -0.681 2.152 -0.18 0.08 0.41 0.016
N -1.954 0.029 0.006 -0.46 -0.14 0.85 0.149
H -1.338 1.972 2.163 -0.18 -0.27 0.29 0.113
H -0.309 1.547 0.886 0.26 -0.34 -0.07 0.106
H 0.960 -0.063 2.330 0.06 0.02 -0.10 0.072
H -2.671 -0.585 -0.351 0.19 -0.20 0.29 0.093
H -1.168 0.166 -0.628 0.37 0.22 -0.15 0.034
H -0.143 0.161 3.662 -0.27 0.13 0.13 0.063
H 0.846 1.536 3.074 0.18 -0.19 0.30 0.063
C 2.187 -1.434 -1.633 -0.38 0.90 -0.80 -0.049
C 1.460 -0.114 -2.123 0.50 -0.45 0.12 -0.755
O 2.161 0.630 -2.837 -0.40 -0.16 0.14 -0.090
O 0.274 0.056 -1.732 0.00 0.06 -0.03 -0.118
H 3.233 -1.139 -1.569 0.07 -0.31 0.51 0.047
H 2.136 -2.197 -2.414 -0.17 0.05 -0.02 0.048
H 1.722 -1.823 -0.730 0.26 0.01 0.17 0.045
```
Positions in Å, forces in eV/Å.

For the LUMO energy, the calculation gives 3.675 eV. The calculation puts the total energy at -477.09601 hartree. The value obtained for the energy above the lowest of the compared OMol25 structures with the same formula, charge and spin is 3.7 kcal/mol. The charge is -1. The HOMO energy is -4.5 eV. For the molecular weight, the calculation gives 132.1 g/mol.

=====

# 6
The following is a DFT calculation (ωB97M-V/def2-TZVPD) of a cluster of 6 separate species, C27H63NO14P in total in a non-equilibrium geometry.

Structure (XYZ):
```
106
Properties=species:S:1:pos:R:3:forces:R:3:lowdin_charge:R:1
C -1.972 -1.909 2.001 0.08 0.29 -0.68 -0.171
C -1.668 -2.367 0.579 0.71 -0.41 -0.28 -0.434
P -0.740 -3.970 0.575 0.51 -0.75 1.12 0.894
C -1.217 -4.882 -0.997 -0.22 1.23 0.49 -0.286
C 1.038 -3.456 0.372 -1.47 -0.59 -0.73 -0.399
C 1.219 -2.958 -1.013 -0.19 0.12 1.16 -0.233
O 2.179 -1.808 -1.050 0.82 -1.12 1.14 -0.009
C 2.278 -1.267 -2.226 2.69 -0.26 0.48 -0.656
C 3.660 -1.160 -2.820 0.11 -0.03 0.58 0.015
O 1.373 -0.830 -2.822 -3.60 1.50 -2.37 0.109
O 1.876 -4.694 0.536 0.31 0.43 0.55 -0.237
N 1.200 -5.619 1.328 -0.05 0.25 -0.26 -0.178
O 1.703 -5.710 2.397 0.24 -0.36 0.06 -0.029
H -1.092 -2.072 2.609 0.07 0.01 0.36 0.053
H -2.834 -2.394 2.427 -0.10 -0.43 0.29 0.031
H -2.199 -0.850 1.960 -0.01 0.38 0.29 0.051
H -2.556 -2.502 -0.026 -0.32 0.12 -0.16 0.055
H -1.021 -1.615 0.135 -0.03 0.22 -0.37 0.059
H -1.302 -4.171 -1.814 0.08 -0.04 -0.45 0.018
H -0.415 -5.580 -1.170 0.19 -0.37 -0.18 0.017
H -2.172 -5.375 -0.872 -0.17 -0.27 0.07 -0.005
H 0.279 -2.562 -1.354 -0.22 0.30 -0.46 0.071
H 1.613 -3.699 -1.709 0.08 -0.09 -0.15 0.125
H 3.583 -1.348 -3.875 0.00 -0.19 -0.48 0.072
H 3.985 -0.132 -2.712 0.27 0.18 0.15 0.078
H 4.341 -1.847 -2.335 0.30 0.00 0.02 0.077
C 2.178 -1.580 5.024 -0.15 0.00 -0.20 -0.114
O 1.289 -2.583 5.486 0.22 0.02 0.24 -0.198
C 1.783 -3.902 5.282 -0.25 0.08 -0.01 -0.200
C 2.412 -4.471 6.537 0.18 -0.06 -0.11 -0.198
O 3.571 -3.749 6.943 -0.12 0.10 0.02 -0.193
C 3.308 -2.799 7.955 0.06 -0.07 0.02 -0.127
H 1.897 -0.638 5.499 -0.05 -0.02 0.01 0.077
H 3.216 -1.805 5.278 0.00 -0.02 0.02 0.082
H 2.088 -1.471 3.938 0.08 0.00 -0.01 0.091
H 2.487 -3.923 4.447 0.00 -0.03 0.00 0.124
H 0.928 -4.525 5.006 0.05 -0.03 -0.06 0.126
H 2.731 -5.496 6.330 -0.02 0.00 -0.01 0.124
H 1.682 -4.504 7.353 -0.02 0.05 0.00 0.122
H 3.245 -3.293 8.932 -0.05 0.05 0.03 0.083
H 2.382 -2.250 7.770 -0.01 -0.01 -0.03 0.081
H 4.136 -2.091 7.973 0.03 -0.04 0.00 0.085
C 1.691 4.385 -4.143 0.06 0.12 0.00 -0.105
O 2.176 4.515 -2.816 -0.14 -0.06 -0.02 -0.191
C 1.264 5.163 -1.945 0.26 -0.05 0.08 -0.211
C 0.453 4.180 -1.124 -0.30 0.00 -0.06 -0.215
O -0.389 3.377 -1.929 0.17 0.06 -0.09 -0.197
C 0.162 2.093 -2.217 -0.09 -0.10 0.09 -0.103
H 2.276 3.615 -4.643 0.05 0.03 0.03 0.092
H 0.639 4.095 -4.167 0.00 -0.03 0.05 0.085
H 1.819 5.330 -4.683 -0.04 -0.03 -0.07 0.077
H 0.602 5.828 -2.510 -0.05 -0.04 -0.01 0.123
H 1.858 5.782 -1.264 -0.04 0.01 0.01 0.121
H -0.195 4.746 -0.446 0.05 0.02 0.03 0.121
H 1.111 3.554 -0.513 0.06 0.01 -0.03 0.127
H 0.024 1.422 -1.366 0.06 -0.05 -0.02 0.089
H 1.223 2.149 -2.461 0.00 0.03 0.00 0.080
H -0.370 1.683 -3.073 -0.04 0.01 0.03 0.091
C -2.634 3.965 5.640 0.07 0.04 0.07 -0.119
O -1.269 3.825 5.291 -0.12 -0.09 -0.07 -0.195
C -0.796 2.488 5.404 0.16 0.18 -0.04 -0.201
C -0.792 1.762 4.074 -0.12 -0.30 0.00 -0.197
O -2.101 1.598 3.550 -0.03 0.27 0.12 -0.196
C -2.443 2.573 2.581 0.02 -0.14 -0.11 -0.109
H -2.992 4.906 5.223 0.05 0.02 0.02 0.086
H -3.243 3.150 5.242 0.02 -0.01 -0.02 0.083
H -2.743 3.997 6.730 -0.07 -0.03 0.00 0.085
H -1.388 1.936 6.140 -0.04 -0.03 -0.04 0.126
H 0.232 2.543 5.774 0.00 -0.03 0.00 0.123
H -0.381 0.759 4.227 0.03 0.01 -0.02 0.124
H -0.153 2.279 3.353 0.00 0.05 0.03 0.128
H -1.996 2.316 1.614 0.00 0.06 -0.03 0.087
H -2.118 3.574 2.871 0.02 0.00 0.04 0.081
H -3.527 2.573 2.475 0.01 -0.06 0.00 0.088
C -5.321 -4.662 -0.757 0.14 0.08 -0.04 -0.114
O -4.634 -4.457 0.463 -0.29 -0.10 -0.01 -0.203
C -5.364 -3.663 1.384 0.24 -0.07 0.00 -0.199
C -6.089 -4.507 2.411 -0.24 0.08 0.00 -0.197
O -7.089 -5.334 1.827 0.13 -0.02 -0.08 -0.196
C -6.647 -6.660 1.596 -0.07 -0.02 0.06 -0.116
H -4.871 -5.520 -1.255 0.06 0.03 0.01 0.086
H -6.384 -4.862 -0.601 -0.01 -0.01 0.03 0.081
H -5.210 -3.783 -1.403 -0.05 -0.02 -0.04 0.090
H -6.066 -3.009 0.855 -0.06 -0.04 0.02 0.129
H -4.644 -3.029 1.903 -0.03 0.03 0.01 0.101
H -6.597 -3.840 3.115 0.03 0.00 0.01 0.124
H -5.377 -5.114 2.978 0.05 0.00 -0.05 0.129
H -6.681 -7.237 2.528 0.05 -0.04 -0.02 0.086
H -5.633 -6.690 1.194 0.01 0.03 0.01 0.085
H -7.324 -7.118 0.875 -0.04 0.03 0.03 0.086
C 4.002 5.310 -10.225 -0.02 0.06 -0.09 -0.111
O 3.874 6.663 -9.817 -0.01 -0.13 0.13 -0.193
C 2.650 6.936 -9.152 0.15 0.19 -0.10 -0.206
C 2.798 6.919 -7.644 -0.19 -0.18 0.12 -0.207
O 3.153 5.637 -7.154 0.12 0.06 -0.21 -0.204
C 4.543 5.496 -6.909 -0.03 -0.03 0.15 -0.107
H 5.056 5.116 -10.414 0.00 0.06 -0.02 0.088
H 3.648 4.617 -9.459 -0.01 0.02 0.02 0.084
H 3.439 5.142 -11.150 -0.01 -0.07 0.02 0.087
H 1.877 6.228 -9.469 0.00 -0.04 0.05 0.126
H 2.335 7.937 -9.461 -0.03 -0.01 0.02 0.124
H 1.833 7.177 -7.198 0.01 0.04 -0.01 0.125
H 3.528 7.669 -7.320 0.03 0.01 -0.06 0.127
H 4.805 5.958 -5.952 0.05 0.01 -0.01 0.091
H 5.147 5.942 -7.702 -0.03 0.01 -0.03 0.082
H 4.766 4.431 -6.856 -0.06 0.00 0.04 0.091
```
Positions in Å, forces in eV/Å.

For the LUMO energy, the calculation gives 2.101 eV. The calculation puts the total energy at -2515.64692 hartree. The charge is -1. The HOMO energy is -3.0 eV. For the molecular weight, the calculation gives 656.8 g/mol.

=====

> Which of these has the highest molecular weight?

C30H27NO16Pb

=====

> Among the records above, which one has the lowest molecular weight?

C4H7NO

=====

> Look up the molecular weight of the fourth one.

85.1 g/mol

=====

> What is the formula in the fifth record?

C5H10NO3